one | Here is 3 unconnected molecules or ions with the total composition C2H11N3O2 from the Open Molecules 2025 dataset. Energies are from ωB97M-V/def2-TZVPD.

CARTESIAN COORDINATES (ANGSTROEM)
H: -0.24779 -0.60243 -1.75374
N: -0.48331 -0.04792 -0.92672
C: -0.06680 -0.70790 0.09580
N: -0.11654 -2.07756 0.27951
N: 0.31081 -0.03380 1.25356
C: -0.30103 1.26547 1.50510
H: 0.51538 -2.40598 0.99810
H: -0.08905 -2.65022 -0.54902
H: 1.20983 -0.23913 1.64519
H: -0.08973 1.55490 2.53495
H: 0.12614 2.03248 0.85392
H: -1.37337 1.18500 1.35347
O: 3.60161 0.50633 0.08521
H: 2.88791 -0.12598 -0.04696
H: 4.30057 -0.00539 0.50527
O: -3.23823 0.89357 -1.95797
H: -2.38074 0.44334 -1.89864
H: -3.21155 1.34953 -2.80543

SMILES: [H]/N=C(\N)NC.O.O
Kohn-Sham gap: 9.16 eV
E_HOMO: -8.851 eV

***

two | Here is 3 unconnected molecules or ions with the total composition C2H11N3O2 from the Open Molecules 2025 dataset. Energies are from ωB97M-V/def2-TZVPD.

CARTESIAN COORDINATES (ANGSTROEM)
H: 1.09855 -0.62193 1.00960
N: 0.14450 -0.28110 0.96736
C: -0.40330 -0.50992 -0.17698
N: 0.31391 -0.81349 -1.33679
N: -1.77805 -0.65970 -0.24808
C: -2.70342 0.00039 0.62022
H: 0.78338 0.03402 -1.64041
H: -0.34542 -1.04126 -2.07685
H: -2.02580 -1.07906 -1.12698
H: -2.16034 0.51373 1.42608
H: -3.55341 -0.62235 0.83732
H: -3.11982 0.91178 0.09330
O: 5.44130 -0.75944 -1.18342
H: 5.33357 -1.32470 -0.39142
H: 4.53605 -0.78928 -1.49431
O: -0.51009 2.42681 1.96548
H: -0.06683 1.70835 1.48083
H: -0.98479 2.90715 1.27503

SMILES: [H]/N=C(\N)NC.O.O
Kohn-Sham gap: 9.37 eV
E_HOMO: -9.029 eV

***

one comes first in stability; the runner-up is 2.1 kcal/mol higher.

***

one | Here is 2 unconnected molecules or ions with the total composition C2H9N2PS from the Open Molecules 2025 dataset. Energies are from ωB97M-V/def2-TZVPD.

CARTESIAN COORDINATES (ANGSTROEM)
H: -1.73762 -1.80561 -1.27373
N: -0.68757 -1.66434 -1.34367
N: -0.30123 -1.56515 -2.47714
H: -0.93882 -1.64474 -3.28183
C: -0.48522 1.69270 1.32559
P: -0.17285 0.33843 0.10217
C: 0.95146 -0.61959 1.13861
S: 1.14080 1.41709 -1.20191
H: 0.15795 2.52445 1.20173
H: -1.53131 1.93304 1.42194
H: -0.25685 1.36239 2.38942
H: 1.43611 -1.41417 0.68644
H: 1.62109 -0.17419 1.88949
H: 0.36008 -1.35161 1.78937
H: 0.44399 0.97130 -2.36648

SMILES: [H]/N=N\[H].CP(C)S
Kohn-Sham gap: 8.89 eV
E_HOMO: -8.173 eV

***

two | Here is 2 unconnected molecules or ions with the total composition C2H9N2PS from the Open Molecules 2025 dataset. Energies are from ωB97M-V/def2-TZVPD.

CARTESIAN COORDINATES (ANGSTROEM)
H: -4.28470 0.29428 -0.94801
N: -4.13039 -0.18896 -0.02292
N: -2.99353 -0.38307 0.35347
H: -2.12622 0.13208 -0.12097
C: 0.66671 -1.27840 -0.35806
P: 1.16567 0.43401 -0.79154
C: 2.47852 0.54172 0.52782
S: -0.31899 1.47026 0.32335
H: 1.56707 -1.99059 -0.16685
H: -0.10881 -1.37618 0.43116
H: 0.08827 -1.68735 -1.35165
H: 2.88227 -0.52639 0.38814
H: 3.28417 1.28407 0.37503
H: 2.03238 0.66969 1.56442
H: -0.20243 2.60484 -0.20337

SMILES: [H]/N=N\[H].CP(C)S
Kohn-Sham gap: 9.11 eV
E_HOMO: -8.432 eV

***

one comes first in stability; the runner-up is 1.5 kcal/mol higher.

***

one | Here is C5H12S in the gas phase from the Open Molecules 2025 dataset. Energies are from ωB97M-V/def2-TZVPD.

CARTESIAN COORDINATES (ANGSTROEM)
C: -1.53000 0.17805 1.69644
C: -0.15758 0.64150 1.00518
C: -0.11375 0.08814 -0.36919
C: -0.09817 -1.45023 -0.57579
C: 1.22186 0.66214 -0.94438
S: 1.42467 -0.00808 -2.61253
H: -1.70021 0.47459 2.74752
H: -1.67838 -1.04604 1.42361
H: -2.35697 0.51047 1.14256
H: 0.22481 1.81636 1.09913
H: 0.73724 0.11366 1.54400
H: -0.94689 0.62905 -0.88970
H: -1.11043 -1.93867 -0.38630
H: 0.14505 -1.70349 -1.49769
H: 0.45185 -1.80998 0.32959
H: 1.92399 0.29678 0.00402
H: 1.11449 1.80067 -0.93208
H: 2.44841 0.74509 -2.78440

SMILES: CC[C@H](C)CS
Kohn-Sham gap: 9.98 eV
E_HOMO: -9.026 eV

***

two | Here is 2 unconnected molecules or ions with the total composition C5H12S from the Open Molecules 2025 dataset. Energies are from ωB97M-V/def2-TZVPD.

CARTESIAN COORDINATES (ANGSTROEM)
C: 0.10078 -1.32661 -3.13482
C: 0.41442 -0.63796 -2.07448
C: 0.28277 0.84458 -1.98967
H: 0.07432 -2.43178 -3.19083
H: -0.35410 -0.78127 -3.87077
H: 0.72466 -1.33384 -1.30181
H: 0.45718 1.22469 -3.03282
H: -0.64471 1.18168 -1.72454
H: 1.03634 1.26602 -1.28966
C: -1.11699 0.33002 2.75540
C: 0.40669 0.04137 2.74515
S: 1.07578 0.89790 1.22735
H: -1.39794 0.31885 1.76121
H: -1.65849 -0.28478 3.42996
H: -1.41985 1.25788 3.12783
H: 0.59966 -1.04342 2.66581
H: 0.94729 0.46026 3.61965
H: 0.47219 0.01641 0.27705

SMILES: C=CC.CCS
Kohn-Sham gap: 9.95 eV
E_HOMO: -9.028 eV

***

two comes first in stability; the runner-up is 9.6 kcal/mol higher.